{
  "formula": "C28H68O13S",
  "method": "wB97M-V/def2-TZVPD",
  "species": ["C", "H", "O", "C", "H", "H", "O", "H", "H", "H", "H", "C", "C", "C", "H", "C", "O", "H", "H", "C", "H", "H", "H", "O", "O", "H", "H", "C", "H", "C", "C", "H", "H", "C", "H", "H", "H", "H", "H", "S", "H", "H", "H", "C", "C", "C", "H", "C", "O", "H", "H", "C", "H", "C", "O", "H", "H", "O", "H", "H", "H", "O", "C", "H", "H", "H", "C", "O", "H", "H", "O", "O", "H", "H", "H", "H", "H", "H", "H", "H", "O", "H", "H", "H", "C", "H", "C", "H", "C", "H", "H", "H", "H", "C", "H", "C", "H", "C", "C", "C", "H", "C", "H", "H", "H", "H", "H", "H", "H", "H"],
  "coordinates": [[-14.15854, -10.95825, 7.47699], [-16.64473, -9.07929, 18.15187], [-16.30333, -6.58990, 10.66128], [-19.57471, -11.29117, 12.09988], [-19.82535, -12.58613, 10.43711], [-18.90684, -5.33371, 12.73031], [-18.93028, -5.53649, 13.64472], [-14.42840, -10.75615, 10.62752], [-14.83936, -7.80664, 11.60969], [-16.60930, -11.44460, 14.47082], [-12.81220, -2.81845, 12.29002], [-20.31345, -8.55616, 8.03212], [-11.97646, -1.65151, 14.76273], [-15.04397, -7.33862, 10.63382], [-20.58062, -10.93443, 12.08965], [-18.13655, -9.29742, 8.39351], [-19.50468, -9.71072, 8.17049], [-14.20381, -7.48609, 14.24679], [-17.47363, -5.48198, 15.10316], [-11.85085, -7.20096, 16.66117], [-17.21952, -7.25024, 8.39860], [-11.88352, -5.89855, 10.18378], [-15.12185, -4.15396, 9.02361], [-18.61136, -10.33647, 12.60327], [-11.70728, -3.76335, 13.76621], [-15.29688, -9.69696, 17.22652], [-11.08794, -4.74391, 9.34386], [-15.28400, -10.12974, 13.54498], [-13.93697, -12.09580, 12.26601], [-15.11823, -3.42131, 9.79807], [-13.35411, -12.18868, 7.85272], [-11.94429, -7.86952, 17.47377], [-12.36618, -5.09636, 16.23600], [-11.60502, -4.86630, 10.25512], [-15.43149, -9.16503, 13.97567], [-14.96045, -11.13261, 6.75485], [-19.54609, -12.10529, 12.84233], [-17.50139, -9.96921, 7.90610], [-15.39352, -11.92362, 9.85115], [-18.82326, -8.79696, 12.64344], [-14.34942, -2.66496, 9.61731], [-14.23786, -6.62729, 10.38858], [-16.09789, -2.92265, 9.84490], [-13.63678, -11.70053, 13.22184], [-10.98060, -2.52476, 14.04601], [-13.39660, -6.93840, 14.81652], [-15.10912, -13.23236, 13.92144], [-19.66781, -8.66161, 14.13438], [-17.59263, -8.13121, 12.83003], [-15.44731, -10.74705, 15.53920], [-12.81714, -8.77749, 15.59244], [-12.98786, -3.24631, 13.29074], [-13.00411, -6.18864, 14.06103], [-13.32435, -2.15313, 14.30671], [-14.77765, -3.94544, 11.05256], [-19.27950, -10.97613, 10.02470], [-16.73489, -6.91312, 11.46284], [-19.65510, -8.50123, 11.50432], [-19.00902, -9.11310, 14.85811], [-16.01740, -10.20130, 12.70245], [-15.20072, -8.03034, 9.79846], [-14.72376, -10.41270, 8.64984], [-12.75076, -5.97622, 16.77626], [-12.54441, -11.81307, 13.39127], [-12.94380, -5.76116, 17.85187], [-13.84643, -2.69284, 15.11308], [-19.46708, -7.31930, 8.28303], [-13.92756, -10.29888, 13.18399], [-12.51380, -4.21378, 10.24929], [-17.90189, -7.83271, 6.89410], [-16.26361, -8.04493, 16.43061], [-13.98792, -6.31731, 15.99634], [-10.80168, -6.99906, 16.58494], [-13.57679, -10.12109, 7.00875], [-17.44184, -4.08560, 13.98870], [-19.59143, -7.07750, 9.32903], [-11.85986, -0.60817, 14.46841], [-21.15432, -8.45882, 8.71701], [-12.33681, -12.21990, 7.39131], [-10.03021, -2.77061, 14.61105], [-10.63902, -4.60342, 11.31792], [-13.96868, -1.35158, 13.85993], [-15.61082, -7.28321, 16.33020], [-11.59066, -7.99855, 14.56373], [-13.24736, -12.10408, 9.44286], [-15.34728, -4.69803, 11.24275], [-15.56872, -11.20240, 14.54405], [-13.61763, -4.17809, 13.18539], [-12.34843, -7.86369, 15.36300], [-19.66554, -6.51168, 7.59999], [-18.10923, -12.07869, 10.75288], [-11.86866, -1.75205, 15.86873], [-20.70574, -9.05161, 14.02879], [-14.50883, -11.31317, 9.74079], [-20.81021, -8.63419, 7.08084], [-18.03118, -7.84935, 7.99460], [-15.14851, -8.26708, 18.20483], [-15.81402, -8.75390, 17.53181], [-19.17897, -11.79553, 10.71357], [-17.69087, -5.14376, 14.06372], [-12.36453, -11.49518, 9.66915], [-14.57026, -12.33351, 14.29186], [-19.68996, -7.59096, 14.27879], [-13.96091, -13.03141, 7.58406], [-17.87837, -9.43704, 9.45656], [-10.65265, -2.02359, 13.14798], [-16.91283, -5.70553, 13.45800], [-14.14429, -12.62797, 15.25312], [-13.16550, -13.00212, 9.98285], [-11.04812, -4.29057, 12.13995]],
  "forces_ev_per_angstrom": [[0.429, 1.678, -0.877], [-0.384, -0.007, 0.006], [0.830, 0.073, 0.882], [0.547, -1.308, -0.034], [-0.471, -0.967, -0.374], [-0.662, 0.068, -1.522], [-1.464, -0.043, 0.702], [0.152, 1.055, 1.154], [-0.077, -0.081, -0.512], [-0.607, -0.626, 0.021], [-0.243, -0.189, 0.169], [-0.758, 0.507, 0.005], [0.327, 0.564, 1.262], [-0.774, 0.740, -0.686], [-0.589, 0.827, 0.064], [-0.709, 0.355, 1.874], [0.564, 0.310, 0.351], [0.673, 0.531, 0.852], [-0.541, 0.319, -0.575], [-0.195, 0.346, -1.540], [-0.080, -0.256, 0.462], [-0.495, -0.794, 0.684], [0.043, -0.624, -0.687], [1.174, -0.811, 0.099], [0.335, 1.546, -0.167], [-0.181, 0.526, 0.135], [0.751, 0.681, -1.105], [-0.523, -0.340, -1.015], [0.237, -0.492, -0.527], [-0.126, 1.215, 0.676], [0.954, -0.035, 1.099], [-0.409, -0.637, 1.008], [0.242, -0.232, 0.489], [0.113, 0.951, 1.265], [0.068, 0.798, 0.193], [-0.035, -0.483, 0.026], [0.104, 0.269, -0.238], [0.928, -0.904, -1.225], [-0.320, -0.678, -0.051], [-2.465, -0.621, -1.401], [-0.201, -0.020, -0.394], [-0.215, -0.337, 0.124], [0.150, -0.065, -0.219], [0.101, 0.169, 0.662], [1.175, -1.336, 0.854], [-1.553, 0.381, -1.102], [0.529, 0.508, -0.049], [-1.132, 0.572, -0.134], [1.547, 0.194, -0.228], [0.132, -0.454, -0.215], [-0.388, -1.359, 0.110], [0.630, -1.253, -0.432], [-0.168, -0.412, 1.215], [-1.702, -0.806, -0.439], [0.017, -0.375, 0.575], [-0.152, 0.172, -0.469], [-0.388, -0.003, -0.150], [0.245, 0.529, 0.444], [-0.194, -0.278, 0.482], [0.905, -0.069, 0.056], [0.687, -0.378, 0.451], [0.067, -0.095, 0.857], [-0.793, 0.106, -0.087], [-0.766, -0.024, -0.134], [-0.480, 0.118, -0.980], [-0.063, 0.673, -0.082], [1.349, -0.937, -0.433], [0.361, -0.016, 0.039], [0.822, -0.542, 0.317], [-0.033, 0.099, 0.329], [1.072, 2.035, -0.466], [1.573, 0.074, 0.255], [0.577, 0.612, -0.010], [-0.017, -0.798, 0.370], [-0.405, 0.250, -0.036], [0.154, 0.514, 0.156], [0.209, 0.022, 0.281], [0.000, -0.856, 0.612], [-0.993, -0.141, 0.203], [-1.260, 0.121, -0.431], [-0.703, -0.170, -1.110], [0.436, -0.825, 0.533], [-0.996, -1.132, -0.168], [-0.177, -0.210, 0.746], [-0.125, 1.945, -2.256], [-0.236, -0.274, -0.147], [-0.229, 0.579, 1.297], [0.255, 1.498, 0.278], [0.977, 0.694, -1.047], [-0.419, 0.482, 0.082], [-0.603, -0.222, -0.176], [-0.075, 0.266, -0.805], [0.938, 0.007, 0.309], [-0.105, -0.143, -0.814], [0.127, 0.313, -0.882], [-0.731, 0.197, -1.381], [0.681, 0.967, 0.299], [-0.069, -2.323, 0.219], [1.268, 1.284, 1.338], [3.530, -1.216, 0.876], [-0.175, -0.018, 0.129], [-0.670, -0.247, -0.066], [-0.217, 0.360, 0.382], [0.116, -0.792, -0.216], [-0.254, 0.243, 0.022], [-0.026, -0.162, -0.767], [-0.456, 0.673, 0.554], [0.503, 0.093, -0.317], [-0.028, -1.369, 0.355], [-0.299, -0.321, -0.112]],
  "orbital_gap_ev": 9.6011,
  "e_tot_ha": -2483.72450,
  "smiles": "CCOS(C)(=O)=O.C1CCOC1.C1CCOC1.C1CCOC1.C1CCOC1.C1CCOC1.CO.CO.CO.CO.CO",
  "lumo_ev": 0.5171,
  "homo_ev": -9.08
}

---

{
  "formula": "C25H36Cl4N4O2",
  "method": "wB97M-V/def2-TZVPD",
  "species": ["H", "H", "H", "H", "C", "C", "C", "Cl", "H", "H", "H", "H", "C", "C", "H", "H", "H", "C", "O", "Cl", "H", "H", "N", "H", "C", "H", "C", "H", "H", "H", "H", "H", "H", "C", "H", "H", "H", "C", "H", "H", "C", "H", "C", "C", "C", "C", "C", "H", "H", "H", "H", "Cl", "C", "N", "C", "C", "H", "O", "C", "C", "H", "H", "N", "C", "Cl", "C", "N", "C", "H", "C", "H"],
  "coordinates": [[-5.17452, -0.30591, -0.67534], [4.66831, 3.13893, 0.49638], [-4.90934, 1.21767, -1.53319], [4.25556, -0.96796, 1.77172], [-0.46154, 0.92252, -4.08539], [-0.97733, 0.08101, -0.37048], [2.86993, 2.16046, -0.09262], [0.84025, -7.21366, -1.96438], [3.51037, -2.70075, -0.61012], [5.17443, 3.53528, 3.04308], [3.48480, 4.40452, 1.87435], [-2.53738, -0.77686, 3.48079], [-4.56592, 1.37843, 0.58233], [-0.55234, 2.29861, -4.08422], [-1.92018, -0.48350, -0.41825], [4.23259, -0.19725, 0.20316], [-6.14074, 1.53265, 2.87289], [-0.82049, 2.92801, -2.87132], [-4.06871, 2.47011, 0.44492], [-0.19867, -5.73451, -4.21736], [0.49129, -2.39171, 1.64483], [2.32760, 3.11059, 2.42675], [4.26400, 3.20254, 3.35744], [4.48635, 1.61087, 1.34034], [-2.36584, -0.60747, 2.40861], [-0.49670, -0.92632, -2.98550], [-3.76827, -0.60245, 1.74261], [0.24714, -0.75284, 2.32761], [4.41294, 2.19825, 3.44904], [2.48383, 3.13814, -0.42426], [4.13830, -3.12123, 1.02672], [-1.12774, 2.67628, -0.77879], [-0.25533, 0.45175, -5.04781], [-0.94492, 2.16841, -1.73023], [-6.56060, 0.30272, 1.66834], [3.40877, 1.74144, -0.95271], [-0.43565, 2.92222, -4.96695], [1.27445, -6.26991, -3.39795], [-1.63593, -2.63244, 2.50857], [-2.02055, -2.13575, 0.87469], [-0.05223, -1.44929, 1.53113], [-1.15346, 0.84596, 0.39988], [0.17363, -0.82707, 0.11580], [-1.54801, -1.78993, 1.80711], [-0.58535, 0.15825, -2.93786], [-5.79968, 0.59265, 2.41547], [3.92771, 2.49271, 1.00111], [-4.40466, -1.37722, 2.19500], [-6.40435, 0.95801, -0.56845], [5.21590, -2.35765, -0.12813], [1.71115, 1.33577, 1.50923], [2.22217, -4.86463, -2.91302], [2.15264, -0.46231, -1.36451], [0.15877, -2.96655, -1.49436], [-0.81249, 0.77734, -1.71568], [-5.32231, 0.78469, -0.61765], [-5.84387, -0.16217, 3.21261], [2.37370, -0.88614, 1.02391], [3.36392, 3.35521, 2.17592], [0.21280, -2.02415, -0.81326], [-0.91877, 4.00874, -2.77027], [-1.89083, 0.36708, 2.25876], [2.62162, -0.65840, -2.40528], [1.66210, 1.31801, 0.40922], [2.22675, -7.27882, -4.49926], [4.16964, -2.38892, 0.20687], [-4.43830, 0.71263, 1.86237], [1.64820, -0.17711, 0.02304], [0.75564, 1.87085, 0.15066], [3.76844, -1.00436, 0.78172], [-3.70207, -0.86146, 0.67168]],
  "forces_ev_per_angstrom": [[-0.190, 0.297, 0.041], [-0.018, -0.360, 0.191], [-0.178, 0.091, 0.288], [-0.307, 0.270, -0.220], [0.322, -0.224, -1.184], [-0.232, 0.325, -0.067], [0.394, 0.437, 0.483], [0.007, 0.015, -0.050], [0.238, 0.029, 0.132], [-0.064, 0.109, 0.234], [-0.692, -0.205, 0.079], [0.333, 0.302, -0.201], [0.488, 1.138, -0.399], [-0.256, 0.727, 0.645], [0.448, -0.138, 0.110], [-0.627, -0.026, -0.126], [0.269, -0.112, -0.257], [0.059, 0.235, -0.076], [-0.061, -0.337, 0.117], [0.053, -0.034, 0.030], [0.302, 0.509, -0.190], [0.223, 0.165, 0.081], [-0.412, -0.206, -0.496], [-0.413, 0.090, 0.175], [-0.825, -0.789, -0.744], [0.013, 0.275, -0.143], [0.056, 0.390, -0.084], [0.255, -0.166, -0.365], [-0.058, 0.116, 0.358], [0.053, -0.342, -0.059], [-0.230, 0.058, -0.371], [-0.069, -0.090, -0.271], [-0.071, -0.163, 0.347], [0.007, 0.043, 0.893], [0.237, -0.026, 0.121], [-0.438, -0.133, 0.086], [0.018, -0.411, -0.043], [0.029, 0.122, 0.044], [0.325, 0.149, -0.263], [0.120, 0.008, 0.245], [-1.330, -0.034, 0.596], [0.133, -0.126, -0.314], [0.620, -1.241, -0.734], [0.072, 0.355, 0.177], [-0.113, -0.509, 0.327], [-0.546, 0.054, 0.466], [-0.658, 0.826, -0.775], [0.217, 0.136, -0.106], [0.313, 0.138, 0.081], [-0.320, 0.059, -0.106], [-0.197, -0.277, -0.301], [0.079, -0.152, -0.117], [0.865, 0.434, -0.430], [-0.009, 1.528, 1.193], [0.030, 0.608, 0.149], [0.337, -0.898, 0.296], [0.268, 0.196, -0.237], [0.603, 0.128, -1.145], [1.728, -0.491, -0.181], [-0.505, -1.008, -0.366], [0.034, -0.231, -0.263], [-0.093, -0.218, 0.105], [-0.565, 0.229, 1.175], [0.606, 0.571, 0.051], [-0.042, 0.005, 0.030], [-0.130, 0.361, 0.450], [-1.030, -0.668, -0.248], [-1.249, -0.197, 0.402], [0.093, -0.521, -0.222], [1.443, -1.137, 0.606], [0.236, -0.055, 0.348]],
  "orbital_gap_ev": 9.8575,
  "e_tot_ha": -3184.37979,
  "smiles": "CCO[C@](C#N)(CCCCN)[C@@](C#N)(CCCCN(C)C(C)=O)Cc1ccccc1.ClC(Cl)(Cl)Cl",
  "lumo_ev": 0.5539,
  "homo_ev": -9.30
}